A | A cluster of 2 separate species, C10H13O2 in total. Source: the OMol25 dataset; level of theory: the ωB97M-V functional and the def2-TZVPD basis.

Structure (XYZ):
```
25
Properties=species:S:1:pos:R:3:mulliken_charge:R:1
C -0.61 -1.90 2.02 0.042
C -0.20 -2.22 3.45 -1.216
C -1.30 -3.13 1.36 0.483
O -0.53 -4.08 1.06 -0.768
O -2.54 -3.07 1.19 -0.758
H -1.39 -1.12 1.98 0.153
H 0.24 -1.69 1.38 0.126
H 0.45 -3.08 3.46 0.314
H -1.09 -2.38 4.05 0.311
H 0.31 -1.35 3.89 0.314
C 2.11 3.09 -1.61 -1.322
C -1.10 0.20 -1.63 -0.527
C 0.20 -0.20 -1.88 -0.483
C -1.35 1.50 -1.24 -0.388
C 1.20 0.77 -1.90 -0.364
C -0.33 2.46 -1.26 -0.408
C 0.98 2.10 -1.53 0.887
H -1.86 -0.58 -1.57 0.379
H 0.50 -1.23 -2.04 0.397
H -2.33 1.85 -0.94 0.360
H 2.18 0.49 -2.30 0.214
H -0.65 3.47 -1.01 0.297
H 1.75 4.02 -2.04 0.337
H 2.90 2.71 -2.25 0.344
H 2.47 3.37 -0.62 0.275
```

Output
- LUMO: 2.917 eV
- Gap between HOMO and LUMO: 6.71 eV
- Total charge: -1

---

B | A cluster of 2 separate species, C10H13O2 in total. Source: the OMol25 dataset; level of theory: the ωB97M-V functional and the def2-TZVPD basis.

Structure (XYZ):
```
25
Properties=species:S:1:pos:R:3:mulliken_charge:R:1
C 1.02 0.69 2.26 -0.114
C 1.90 -0.13 1.33 -1.011
C 1.50 2.24 2.12 0.433
O 2.69 2.45 2.45 -0.742
O 0.61 3.03 1.73 -0.711
H -0.04 0.75 2.07 -0.052
H 1.25 0.52 3.31 0.322
H 2.13 0.36 0.38 0.250
H 1.35 -1.03 1.07 0.260
H 2.85 -0.39 1.80 0.323
C -1.67 1.22 -0.15 -1.518
C -1.14 -2.40 -1.09 -0.405
C -0.56 -2.26 -2.36 -0.593
C -1.52 -1.22 -0.40 -0.387
C -1.20 0.01 -0.93 0.868
C -0.17 -1.02 -2.81 -0.268
C -0.45 0.15 -2.09 -0.481
H -1.52 -3.32 -0.67 0.381
H -0.17 -3.15 -2.85 0.317
H -1.89 -1.35 0.61 0.341
H 0.51 -0.82 -3.63 0.311
H -2.75 1.34 -0.26 0.399
H -1.10 2.14 -0.29 0.350
H -0.10 1.07 -2.54 0.392
H -1.51 1.11 0.93 0.335
```

Output
- LUMO: 3.229 eV
- Gap between HOMO and LUMO: 6.95 eV
- Total charge: -1

---

C | A cluster of 2 separate species, C10H13O2 in total. Source: the OMol25 dataset; level of theory: the ωB97M-V functional and the def2-TZVPD basis.

Structure (XYZ):
```
25
Properties=species:S:1:pos:R:3:mulliken_charge:R:1
C -0.98 -1.00 -2.53 0.289
C 0.42 -0.63 -2.99 -1.036
C -1.16 -2.53 -2.25 0.540
O -0.19 -3.09 -1.70 -0.721
O -2.28 -3.01 -2.55 -0.779
H -1.17 -0.53 -1.56 -0.456
H -1.83 -0.70 -3.15 0.328
H 1.11 -1.07 -2.27 0.224
H 0.56 0.45 -3.07 0.324
H 0.65 -1.05 -3.97 0.318
C -0.68 2.85 1.83 -1.413
C -0.52 0.46 1.00 -0.373
C -0.04 1.50 1.80 0.782
C 0.12 -0.76 0.93 -0.271
C 1.14 1.26 2.50 -0.357
C 1.27 -0.98 1.67 -0.681
C 1.78 0.04 2.46 -0.436
H -1.41 0.61 0.39 0.274
H -0.22 -1.50 0.21 0.394
H -1.36 3.00 0.99 0.348
H 0.04 3.67 1.79 0.334
H 1.55 2.06 3.12 0.316
H 1.75 -1.95 1.60 0.410
H 2.73 -0.07 2.98 0.344
H -1.27 2.97 2.74 0.298
```

Output
- LUMO: 3.052 eV
- Gap between HOMO and LUMO: 7.07 eV
- Total charge: -1

---

Energetically preferred structure: C | next structure: +0.350 eV

---

A | A cluster of 2 separate species, C10H13O2 in total. Source: the OMol25 dataset; level of theory: the ωB97M-V functional and the def2-TZVPD basis.

Structure (XYZ):
```
25
Properties=species:S:1:pos:R:3:mulliken_charge:R:1
C -3.39 -0.07 -2.19 -1.318
C -0.08 0.94 -0.61 -0.478
C -0.97 0.39 -1.53 -0.456
C -0.57 1.79 0.38 -0.514
C -2.33 0.58 -1.33 0.860
C -1.92 1.98 0.64 -0.626
C -2.79 1.33 -0.24 -0.253
H 0.96 0.66 -0.53 0.473
H -0.60 -0.20 -2.36 0.376
H 0.17 2.33 0.95 0.383
H -2.24 2.76 1.32 0.345
H -3.32 0.16 -3.26 0.316
H -4.41 0.24 -1.94 0.338
H -3.86 1.44 -0.14 0.219
H -3.35 -1.15 -2.01 0.267
C 2.32 -1.31 1.00 -0.096
C 3.08 -2.35 1.81 -1.243
C 3.17 0.01 0.80 0.457
O 4.32 -0.16 0.34 -0.777
O 2.60 1.08 1.13 -0.702
H 1.93 -1.71 0.06 0.271
H 1.50 -0.94 1.62 0.204
H 3.59 -1.84 2.64 0.299
H 3.84 -2.89 1.24 0.284
H 2.35 -3.06 2.22 0.373
```

Output
- LUMO: 3.082 eV
- Gap between HOMO and LUMO: 7.10 eV
- Total charge: -1

---

B | A cluster of 2 separate species, C10H13O2 in total. Source: the OMol25 dataset; level of theory: the ωB97M-V functional and the def2-TZVPD basis.

Structure (XYZ):
```
25
Properties=species:S:1:pos:R:3:mulliken_charge:R:1
C -1.16 1.50 -2.34 -0.260
C -2.08 1.06 -3.53 -0.924
C -1.94 1.83 -1.03 0.404
O -1.21 1.85 0.01 -0.726
O -3.15 2.07 -1.12 -0.750
H -0.51 0.66 -2.17 0.186
H -0.55 2.34 -2.65 0.263
H -1.88 1.64 -4.44 0.232
H -3.12 1.24 -3.25 0.302
H -1.82 0.05 -3.84 0.242
C 1.82 1.03 0.90 -1.187
C 1.86 -2.51 2.33 -0.514
C 0.52 -2.83 2.26 -0.262
C 2.29 -1.26 1.88 -0.347
C 1.39 -0.31 1.43 0.390
C -0.40 -1.92 1.78 -0.659
C 0.03 -0.64 1.42 0.020
H 2.63 -3.17 2.68 0.345
H 0.30 -3.85 2.58 0.317
H 3.36 -1.09 1.82 0.316
H -1.48 -1.99 1.91 0.331
H 2.75 1.02 0.34 0.344
H 2.03 1.73 1.73 0.274
H -0.68 0.05 0.98 0.423
H 1.02 1.48 0.32 0.240
```

Output
- LUMO: 3.368 eV
- Gap between HOMO and LUMO: 7.76 eV
- Total charge: -1

---

C | A cluster of 2 separate species, C10H13O2 in total. Source: the OMol25 dataset; level of theory: the ωB97M-V functional and the def2-TZVPD basis.

Structure (XYZ):
```
25
Properties=species:S:1:pos:R:3:mulliken_charge:R:1
C 0.58 1.04 2.09 -0.240
C -0.92 1.07 1.74 -1.096
C 0.87 -0.26 2.86 0.416
O 0.41 -0.30 4.02 -0.754
O 1.48 -1.19 2.26 -0.740
H 1.20 1.28 1.22 0.193
H 0.77 1.87 2.79 0.350
H -1.21 0.31 1.01 0.157
H -1.30 2.03 1.39 0.291
H -1.39 0.93 2.72 0.392
C 1.81 -1.18 -0.64 -1.627
C -0.74 1.09 -2.27 -0.485
C -1.85 0.22 -2.33 -0.492
C 0.45 0.60 -1.75 -0.218
C 0.55 -0.68 -1.20 1.276
C -1.74 -1.04 -1.84 -0.389
C -0.55 -1.54 -1.26 -0.624
H -0.68 2.06 -2.75 0.388
H -2.74 0.68 -2.74 0.349
H 1.28 1.22 -1.42 0.227
H -2.58 -1.73 -1.74 0.306
H 1.98 -0.87 0.45 0.263
H 2.73 -0.80 -1.09 0.327
H -0.33 -2.58 -1.05 0.342
H 1.93 -2.25 -0.49 0.386
```

Output
- LUMO: 3.415 eV
- Gap between HOMO and LUMO: 7.50 eV
- Total charge: -1

---

Energetically preferred structure: B | next structure: +0.162 eV

---

A | An isolated molecule of C3H4S2. Source: the OMol25 dataset; level of theory: the ωB97M-V functional and the def2-TZVPD basis.

Structure (XYZ):
```
9
Properties=species:S:1:pos:R:3:mulliken_charge:R:1
C -1.60 0.45 -0.92 -0.231
C -0.62 1.15 -0.45 -0.031
C 1.15 -0.84 0.76 -0.572
S -1.32 2.32 -1.52 -0.251
S 0.98 0.93 1.00 -0.033
H -2.21 -0.39 -1.10 0.436
H 2.09 -1.24 0.31 0.276
H 0.29 -1.11 0.12 0.157
H 1.23 -1.27 1.80 0.250
```

Output
- LUMO: -0.533 eV
- Gap between HOMO and LUMO: 7.52 eV
- SMILES string: CSC1=CS1

---

B | A cluster of 2 separate species, C3H4S2 in total. Source: the OMol25 dataset; level of theory: the ωB97M-V functional and the def2-TZVPD basis.

Structure (XYZ):
```
9
Properties=species:S:1:pos:R:3:mulliken_charge:R:1
C 2.46 -1.35 -0.56 -0.018
C 1.43 -0.85 -0.16 -0.548
C 0.43 0.12 0.01 0.317
S -2.70 0.61 1.02 -0.426
S 0.49 1.69 -0.38 -0.230
H 3.27 -2.01 -0.62 0.418
H -0.55 -0.35 0.57 0.107
H -2.96 0.50 -0.40 0.204
H -1.86 1.64 0.53 0.176
```

Output
- LUMO: -1.150 eV
- Gap between HOMO and LUMO: 7.97 eV
- SMILES string: C#CC=S.S

---

C | A structure of composition C3H4S2. Source: the OMol25 dataset; level of theory: the ωB97M-V functional and the def2-TZVPD basis.

Structure (XYZ):
```
9
Properties=species:S:1:pos:R:3:mulliken_charge:R:1
C -2.50 0.12 -0.53 -0.304
C -1.29 0.86 -0.46 0.084
C 0.88 0.22 -0.07 -0.633
S -2.42 1.44 0.75 -0.176
S -2.20 0.89 -2.00 -0.186
H -2.78 -0.92 -0.26 0.329
H 1.08 -0.69 -0.84 0.227
H 0.58 -0.15 0.84 0.318
H 1.21 1.19 -0.34 0.340
```

Output
- LUMO: -0.413 eV
- Gap between HOMO and LUMO: 8.00 eV

---

D | An isolated molecule of C3H4S2. Source: the OMol25 dataset; level of theory: the ωB97M-V functional and the def2-TZVPD basis.

Structure (XYZ):
```
9
Properties=species:S:1:pos:R:3:mulliken_charge:R:1
C -0.21 -0.30 1.68 -0.521
C 0.43 -0.34 0.50 -0.398
C 0.12 0.66 -1.71 -0.114
S -1.03 -0.49 -1.76 -0.281
S 1.15 1.02 -0.34 -0.045
H -0.82 -1.10 2.17 0.241
H -0.25 0.57 2.19 0.273
H 0.43 -1.17 -0.04 0.498
H 0.20 1.15 -2.69 0.347
```

Output
- LUMO: -0.222 eV
- Gap between HOMO and LUMO: 8.32 eV
- SMILES string: C=CSC=S

---

Energetically preferred structure: D | next structure: +1.463 eV

---

A | An isolated molecule of C3H4S2. Source: the OMol25 dataset; level of theory: the ωB97M-V functional and the def2-TZVPD basis.

Structure (XYZ):
```
9
Properties=species:S:1:pos:R:3:mulliken_charge:R:1
C -0.90 0.42 0.75 -0.166
C 0.38 0.18 0.76 0.051
C 1.38 -0.05 -0.47 -0.654
S -4.05 -0.70 -0.63 -0.270
S -2.41 0.51 0.00 -0.025
H 0.88 0.02 1.71 0.285
H 1.64 0.90 -1.00 0.262
H 0.91 -0.80 -1.28 0.277
H 2.18 -0.50 0.15 0.241
```

Output
- LUMO (spin up / spin down): -1.398 / -1.398 eV
- Gap between HOMO and LUMO (spin up / spin down): 7.15 / 7.15 eV

---

B | An isolated molecule of C3H4S2. Source: the OMol25 dataset; level of theory: the ωB97M-V functional and the def2-TZVPD basis.

Structure (XYZ):
```
9
Properties=species:S:1:pos:R:3:mulliken_charge:R:1
C -1.45 0.18 -0.03 -0.189
C 1.93 0.60 -0.17 -0.626
C -0.83 -0.96 -0.07 -0.159
S -3.13 0.30 -0.06 -0.186
S 1.06 -1.00 -0.07 0.032
H -0.73 0.99 -0.16 0.164
H 1.37 1.48 0.21 0.324
H 2.92 0.38 0.20 0.317
H -1.14 -1.97 0.16 0.323
```

Output
- LUMO (spin up / spin down): -0.862 / -2.096 eV
- Gap between HOMO and LUMO (spin up / spin down): 8.11 / 6.39 eV

---

Energetically preferred structure: B | next structure: +0.220 eV